Record 1
43
Properties=species:S:1:pos:R:3:nbo_charge:R:1 method="wB97M-V/def2-TZVPD" charge=+1 largest_force_ev_per_a=3.59 spin_multiplicity=1
Tl -3.180 1.520 1.390 0.950
F -0.713 0.650 0.536 -0.852
C -2.345 3.973 -3.138 -0.669
C -2.627 2.782 -2.237 0.078
C -1.446 1.801 -1.923 -0.580
O -3.334 3.016 -1.254 -0.241
H -3.305 4.332 -3.523 0.250
H -1.773 3.691 -4.018 0.235
H -1.853 4.787 -2.605 0.262
H -3.262 2.082 -2.910 0.427
H -0.886 2.024 -1.004 0.320
H -0.773 1.812 -2.793 0.252
H -1.736 0.747 -1.900 0.258
C 1.461 -5.356 -0.748 -0.825
S 0.543 -4.397 0.482 1.244
O 1.316 -4.649 1.725 -0.983
C 1.034 -2.750 -0.102 -0.847
H 1.386 -4.980 -1.772 0.225
H 1.032 -6.356 -0.749 0.239
H 2.507 -5.335 -0.459 0.247
H 1.374 -2.161 0.745 0.248
H 0.134 -2.323 -0.542 0.229
H 1.899 -2.719 -0.766 0.226
C 3.862 2.868 -0.945 -0.829
S 2.382 2.445 -1.868 1.312
O 2.737 2.440 -3.285 -0.900
C 2.055 0.779 -1.271 -0.822
H 4.408 1.955 -0.712 0.241
H 3.559 3.381 -0.035 0.246
H 4.472 3.521 -1.559 0.271
H 3.007 0.253 -1.407 0.235
H 1.280 0.353 -1.887 0.244
H 1.864 0.801 -0.202 0.270
C -0.420 -0.571 3.499 -0.859
S -1.716 -0.215 4.637 1.300
O -2.758 0.564 3.887 -1.069
C -2.344 -1.865 4.779 -0.847
H 0.081 0.280 3.050 0.270
H -0.804 -1.138 2.643 0.243
H 0.282 -1.269 3.969 0.251
H -1.613 -2.556 5.207 0.255
H -2.493 -2.281 3.772 0.233
H -3.296 -1.933 5.292 0.260


Record 2
41
Properties=species:S:1:pos:R:3:nbo_charge:R:1 method="wB97M-V/def2-TZVPD" charge=-1 largest_force_ev_per_a=11.71 spin_multiplicity=1
S -1.112 3.604 0.214 -0.211
C 0.356 4.097 0.992 0.206
N 1.573 4.121 1.684 -0.751
Ga 2.593 2.503 1.178 0.741
H 4.064 2.581 1.826 -0.329
H 1.832 1.191 1.777 -0.329
H 2.703 2.438 -0.423 -0.327
C -5.358 1.398 2.466 -0.617
C -4.953 0.158 1.671 -0.079
C -4.085 -0.836 2.476 -0.073
O -2.723 -0.432 2.644 -0.544
C -2.517 0.516 3.680 -0.252
N -4.280 0.582 0.435 -0.828
H -4.548 2.125 2.558 0.217
H -6.190 1.913 1.967 0.213
H -5.692 1.128 3.472 0.195
H -5.877 -0.364 1.396 0.178
H -4.043 -1.778 1.913 0.178
H -4.539 -1.078 3.445 0.157
H -3.191 0.357 4.527 0.155
H -2.629 1.528 3.286 0.179
H -1.487 0.416 4.034 0.200
H -4.108 -0.242 -0.143 0.347
H -3.339 0.896 0.693 0.372
C 3.042 -3.138 -2.471 -0.615
C 4.236 -2.318 -2.954 -0.079
C 4.278 -0.885 -2.378 -0.076
O 3.345 0.021 -2.975 -0.550
C 2.020 -0.091 -2.480 -0.250
N 4.245 -2.308 -4.425 -0.835
H 2.111 -2.870 -2.977 0.206
H 3.211 -4.205 -2.665 0.207
H 2.893 -3.017 -1.393 0.210
H 5.141 -2.835 -2.611 0.181
H 5.270 -0.465 -2.590 0.178
H 4.172 -0.885 -1.286 0.179
H 1.996 -0.342 -1.415 0.188
H 1.467 -0.833 -3.060 0.146
H 1.521 0.871 -2.620 0.205
H 5.101 -1.853 -4.743 0.347
H 3.504 -1.667 -4.728 0.359


Record 3
43
Properties=species:S:1:pos:R:3:nbo_charge:R:1 method="wB97M-V/def2-TZVPD" largest_force_ev_per_a=3.84 spin_multiplicity=1
Cd 2.483 -1.061 1.631 1.735
C -2.147 -1.395 0.150 -0.635
C -1.310 -0.830 -1.010 0.117
C -2.238 -0.164 -2.080 -0.396
C -2.764 1.213 -1.611 -0.408
C -1.565 2.062 -1.456 -0.405
C -0.555 1.588 -0.348 0.132
N -0.244 0.107 -0.524 -0.219
O 0.644 -0.516 0.465 -0.971
C -1.122 1.996 1.029 -0.655
C 0.667 2.506 -0.688 -0.607
C -0.656 -1.976 -1.807 -0.610
H -2.810 -2.186 -0.201 0.199
H -2.800 -0.678 0.647 0.201
H -1.508 -1.752 0.959 0.215
H -3.089 -0.814 -2.283 0.203
H -1.739 -0.101 -3.047 0.201
H -3.493 1.130 -0.805 0.207
H -3.349 1.627 -2.432 0.203
H -1.964 3.017 -1.114 0.204
H -1.123 2.287 -2.426 0.206
H -1.966 1.355 1.283 0.209
H -1.391 3.046 1.149 0.204
H -0.552 1.724 1.917 0.219
H 1.532 2.401 -0.033 0.193
H 0.342 3.547 -0.693 0.201
H 0.887 2.297 -1.735 0.205
H -0.155 -2.771 -1.254 0.192
H 0.124 -1.566 -2.449 0.212
H -1.341 -2.331 -2.577 0.207
Br 4.757 -1.571 2.850 -0.880
O 2.569 -2.599 0.187 -0.976
H 1.991 -2.454 -0.563 0.511
H 2.473 -3.530 0.387 0.497
O 3.346 0.232 0.318 -0.985
H 4.031 0.898 0.377 0.501
H 3.101 0.221 -0.608 0.513
O 2.349 0.529 2.856 -0.979
H 2.549 1.394 2.500 0.500
H 2.548 0.601 3.790 0.509
O 1.366 -2.268 2.839 -0.989
H 0.419 -2.399 2.860 0.509
H 1.701 -2.818 3.547 0.508


Record 4
40
Properties=species:S:1:pos:R:3:nbo_charge:R:1 method="wB97M-V/def2-TZVPD" charge=+1 largest_force_ev_per_a=19.82 spin_multiplicity=1
Br -1.843 1.910 0.294 -0.471
C -1.884 -0.845 -3.018 -0.656
C -1.662 -0.126 -1.699 -0.059
C -0.465 -0.479 -0.816 -0.215
O 0.726 0.215 -1.100 -0.543
C 1.697 -0.412 -1.889 -0.253
N -1.695 1.360 -1.940 -0.698
H -1.906 1.919 -1.126 0.306
H -0.965 1.803 -2.478 0.413
H -2.504 1.492 -2.530 0.406
H -2.860 -0.722 -3.486 0.240
H -1.855 -1.935 -3.004 0.242
H -1.139 -0.582 -3.768 0.215
H -2.523 -0.317 -1.057 0.227
H -0.241 -1.525 -1.024 0.205
H -0.760 -0.331 0.223 0.341
H 1.308 -0.699 -2.866 0.205
H 2.012 -1.317 -1.370 0.174
H 2.570 0.214 -2.070 0.239
C -1.400 -0.168 1.936 -0.467
N 0.097 0.164 1.889 -0.207
C 0.304 1.655 2.140 -0.436
C 0.714 -0.426 3.212 -0.411
C 0.723 -0.450 0.614 -0.386
C 2.194 -0.732 0.542 -0.095
O 3.008 0.468 0.594 -0.733
H -1.697 0.349 1.024 0.204
H -1.853 0.198 2.858 0.239
H -1.500 -1.243 1.790 0.201
H -0.117 2.205 1.298 0.246
H 1.393 1.679 2.091 0.227
H -0.033 1.947 3.135 0.224
H 1.798 -0.472 3.106 0.225
H 0.532 -1.495 3.321 0.221
H 0.361 0.155 4.064 0.224
H 0.463 0.233 -0.195 0.366
H 0.222 -1.333 0.219 0.220
H 2.479 -1.220 -0.390 0.173
H 2.480 -1.404 1.351 0.172
H 3.821 0.264 0.125 0.475


Record 5
40
Properties=species:S:1:pos:R:3:nbo_charge:R:1 method="wB97M-V/def2-TZVPD" charge=+2 largest_force_ev_per_a=3.89 spin_multiplicity=2
Br 14.014 -13.537 24.911 0.030
C 10.301 -13.221 27.300 -0.649
C 10.649 -11.697 27.246 -0.029
C 10.002 -10.761 28.264 -0.101
O 10.317 -11.079 29.658 -0.573
C 10.139 -10.151 30.709 -0.232
N 12.190 -11.612 27.347 -0.693
H 12.675 -11.745 28.223 0.449
H 12.683 -12.305 26.802 0.440
H 12.543 -10.696 27.110 0.422
H 9.269 -13.383 26.987 0.261
H 10.469 -13.792 28.213 0.259
H 10.811 -13.733 26.484 0.210
H 10.516 -11.413 26.202 0.217
H 8.918 -10.805 28.363 0.244
H 10.352 -9.790 27.915 0.169
H 10.917 -9.401 30.566 0.171
H 10.298 -10.778 31.587 0.227
H 9.147 -9.737 30.529 0.183
C 14.228 -9.384 23.256 -0.425
N 13.174 -9.697 22.185 -0.205
C 13.057 -11.179 21.927 -0.407
C 11.795 -9.074 22.696 -0.408
C 13.573 -8.847 20.928 -0.230
C 14.723 -9.381 20.090 -0.104
O 15.901 -9.313 20.807 -0.710
H 14.424 -8.317 23.362 0.239
H 15.148 -9.877 22.941 0.263
H 13.984 -9.860 24.206 0.203
H 14.000 -11.492 21.479 0.247
H 12.206 -11.237 21.249 0.237
H 12.920 -11.639 22.906 0.221
H 11.467 -9.761 23.476 0.207
H 10.923 -9.086 22.043 0.256
H 11.969 -8.062 23.063 0.241
H 13.531 -7.803 21.240 0.235
H 12.642 -9.021 20.388 0.221
H 14.935 -8.781 19.206 0.230
H 14.552 -10.399 19.739 0.206
H 16.093 -8.413 21.077 0.478


Record 6
51
Properties=species:S:1:pos:R:3:nbo_charge:R:1 method="wB97M-V/def2-TZVPD" charge=-1 largest_force_ev_per_a=1.45 spin_multiplicity=1
Na -0.550 -2.037 -0.241 0.922
Br 1.029 -4.297 0.679 -0.957
O -2.633 -2.905 -0.028 -1.360
H -2.769 -2.715 -0.963 0.395
O 1.668 -1.349 -1.274 -0.956
S 2.395 -1.988 -2.318 2.395
O 2.511 -1.304 -3.573 -0.960
O 3.845 -2.329 -1.774 -0.724
C 4.266 -1.687 -0.564 -0.077
C 4.935 -2.715 0.322 -0.634
C 1.782 -3.623 -2.685 -0.872
H 3.453 -1.229 -0.008 0.226
H 4.967 -0.891 -0.835 0.162
H 5.673 -3.331 -0.193 0.201
H 4.188 -3.369 0.775 0.255
H 5.463 -2.192 1.127 0.199
H 0.747 -3.632 -2.363 0.271
H 2.366 -4.366 -2.156 0.276
H 1.941 -3.704 -3.757 0.233
O -3.213 1.246 1.737 -0.977
S -2.296 0.194 2.013 2.425
O -1.356 -0.184 1.025 -0.944
O -1.488 0.575 3.331 -0.721
C -1.818 1.803 3.977 -0.064
C -0.808 2.015 5.061 -0.622
C -3.147 -1.253 2.470 -0.918
H -2.815 1.711 4.413 0.178
H -1.769 2.660 3.308 0.188
H -0.877 1.276 5.859 0.211
H -0.932 2.996 5.520 0.207
H 0.188 1.960 4.618 0.219
H -3.886 -1.351 1.666 0.296
H -3.751 -1.071 3.359 0.220
H -2.533 -2.145 2.438 0.305
C 1.326 2.350 -3.344 -0.252
O -0.118 2.445 -3.212 -0.829
P -0.821 1.490 -2.174 2.598
O -0.435 0.098 -2.243 -1.093
O -2.337 1.784 -2.450 -0.830
C -3.326 1.676 -1.405 -0.249
O -0.538 2.156 -0.756 -0.821
C -0.684 3.539 -0.502 -0.252
H 1.701 1.501 -2.777 0.221
H 1.764 3.249 -2.903 0.169
H 1.512 2.320 -4.409 0.196
H -4.289 1.690 -1.904 0.189
H -3.235 2.464 -0.661 0.184
H -3.225 0.707 -0.909 0.215
H -1.386 3.694 0.313 0.188
H -0.968 4.090 -1.404 0.187
H 0.283 3.977 -0.228 0.178


Record order is preserved below.
E: -57830.19126 -81513.01044 -96086.56503 -86845.59553 -86853.50464 -137700.13378 eV